{
  "formula": "C30H48P2RuTe",
  "method": "wB97M-V/def2-TZVPD",
  "s_squared": 6.031,
  "charge": 2,
  "relative_energy_kcal_mol": 0.0,
  "spin_multiplicity": 5,
  "total_energy_ev": -60323.67082,
  "gap_ev": [5.484, 5.951],
  "e_lumo_ev": [-6.5070, -8.1738],
  "species": ["Ru", "C", "C", "C", "C", "C", "C", "H", "H", "H", "C", "H", "H", "H", "C", "H", "H", "H", "C", "H", "H", "H", "C", "H", "H", "H", "C", "C", "C", "C", "C", "C", "C", "C", "H", "H", "H", "H", "H", "H", "H", "H", "H", "H", "H", "H", "P", "P", "C", "C", "H", "H", "H", "H", "C", "H", "H", "H", "C", "H", "H", "H", "C", "H", "H", "H", "C", "H", "H", "H", "Te", "C", "C", "C", "C", "C", "C", "H", "H", "H", "H", "H"],
  "xyz": [[0.2785, -0.5511, -0.6036], [-1.5315, 0.5005, -1.1221], [-2.2421, -0.0835, -0.0006], [-0.7429, 1.4434, 0.8702], [-0.6258, 1.5050, -0.5635], [-1.7499, 0.4939, 1.1933], [-1.8867, 0.4614, -2.5608], [-2.5959, -0.3426, -2.7746], [-0.9919, 0.3106, -3.1777], [-2.3300, 1.4184, -2.8669], [-0.0433, 2.6029, -1.3686], [-0.6821, 2.8129, -2.2355], [0.9522, 2.3453, -1.7544], [0.0489, 3.5117, -0.7626], [0.0178, 2.2875, 1.8188], [-0.1836, 3.3559, 1.6572], [1.1009, 2.1485, 1.6939], [-0.2410, 2.0536, 2.8582], [-2.2606, 0.2418, 2.5660], [-2.8256, 1.1092, 2.9372], [-1.4414, 0.0660, 3.2771], [-2.9290, -0.6232, 2.5871], [-3.4005, -0.9980, -0.1008], [-4.3228, -0.4688, 0.1896], [-3.3030, -1.8645, 0.5721], [-3.5379, -1.3632, -1.1232], [1.6906, -5.0654, -3.1101], [0.4462, -4.8833, -3.5799], [-0.6568, -5.8764, -3.4008], [-0.7256, -6.5509, -1.9971], [-0.4006, -5.6589, -0.8353], [0.8049, -5.6145, -0.2428], [2.0372, -6.2792, -0.8070], [2.1749, -6.2814, -2.3702], [-0.5661, -6.6795, -4.1577], [-0.0838, -7.4461, -2.0075], [-1.6242, -5.3907, -3.6053], [1.7159, -7.2022, -2.7632], [2.4866, -4.3676, -3.4060], [0.2366, -4.0832, -4.2961], [3.2520, -6.3752, -2.5839], [2.9347, -5.7954, -0.3863], [0.9076, -5.2111, 0.7705], [2.0900, -7.3308, -0.4712], [-1.7562, -6.9238, -1.8682], [-1.2617, -5.1743, -0.3657], [0.9765, -2.0519, -2.0806], [1.1243, -1.7317, 1.1614], [2.1748, -3.0532, -1.1016], [2.4168, -2.7938, 0.3930], [3.1247, -3.0979, -1.6459], [1.7144, -4.0339, -1.2034], [2.4150, -3.7410, 0.9549], [3.3943, -2.3152, 0.5388], [1.8369, -0.8533, 2.5663], [1.0528, -0.2456, 3.0403], [2.6533, -0.1962, 2.2404], [2.2119, -1.5939, 3.2871], [-0.2158, -2.7592, 1.8290], [0.1484, -3.7734, 2.0352], [-1.0558, -2.8079, 1.1210], [-0.5715, -2.2947, 2.7590], [1.5130, -1.6710, -3.7483], [0.7109, -1.1056, -4.2455], [1.7331, -2.5721, -4.3342], [2.4080, -1.0383, -3.6852], [-0.7315, -2.7134, -2.0775], [-1.3668, -2.2381, -1.3101], [-0.7139, -3.7837, -1.8667], [-1.1933, -2.5469, -3.0575], [2.6966, 0.4062, -0.7852], [3.6049, 2.0969, 0.3232], [4.8865, 1.8879, 0.8561], [5.5808, 2.9631, 1.4343], [4.9989, 4.2393, 1.4715], [3.7257, 4.4442, 0.9204], [3.0376, 3.3735, 0.3226], [5.3308, 0.8923, 0.7936], [6.5751, 2.8079, 1.8525], [5.5386, 5.0763, 1.9268], [3.2660, 5.4334, 0.9450], [2.0738, 3.5405, -0.1564]],
  "forces_ev_per_angstrom": [[-1.505, 2.298, 0.858], [-0.160, 0.755, 1.143], [0.119, 0.712, -0.310], [0.742, -0.439, -1.356], [-1.043, -0.138, 0.413], [0.150, -0.426, -0.335], [-0.174, -0.186, -0.431], [0.092, 0.176, -0.083], [-0.191, 0.084, -0.066], [-0.014, -0.228, -0.010], [0.249, 0.376, -0.260], [0.168, 0.095, 0.216], [-0.216, 0.239, -0.022], [-0.054, -0.130, -0.226], [0.284, 0.200, 0.426], [-0.008, -0.208, 0.022], [-0.257, 0.060, 0.056], [0.065, 0.108, -0.222], [-0.040, -0.251, 0.240], [0.137, -0.158, -0.111], [-0.205, 0.064, -0.114], [0.091, 0.132, 0.059], [-0.307, -0.460, 0.078], [0.243, -0.165, -0.086], [-0.094, 0.214, -0.187], [-0.042, 0.018, 0.214], [-0.315, 0.062, -1.004], [1.084, -0.673, -0.556], [-0.702, -0.291, 0.213], [-0.269, -0.294, -0.758], [0.374, -0.540, 0.929], [-0.756, -0.771, -0.069], [0.329, -0.152, -0.195], [0.469, -0.465, 0.441], [-0.019, 0.386, 0.214], [-0.285, 0.431, 0.242], [0.267, -0.090, 0.018], [0.129, 0.505, -0.004], [-0.424, -0.206, 0.074], [0.135, -0.090, 0.321], [-0.363, -0.076, 0.062], [-0.291, -0.129, -0.032], [-0.100, 0.145, -0.500], [-0.030, 0.381, -0.029], [0.404, 0.112, 0.000], [0.283, -0.090, 0.098], [-0.167, -0.399, 0.787], [-0.394, -0.265, -0.137], [0.159, -0.692, -0.390], [-0.082, 0.170, 0.326], [-0.158, 0.090, 0.062], [0.244, 0.122, 0.064], [0.222, 0.211, -0.297], [-0.260, -0.071, 0.080], [0.129, -0.225, 0.252], [0.240, -0.179, -0.126], [-0.161, -0.160, 0.115], [-0.007, 0.308, -0.045], [0.036, -0.397, 0.340], [-0.273, 0.226, 0.172], [0.346, -0.047, 0.202], [0.042, -0.220, -0.194], [0.196, 0.170, -0.289], [0.234, -0.149, 0.139], [-0.023, 0.273, 0.196], [-0.150, -0.160, -0.109], [-0.246, -0.591, -0.251], [0.313, -0.084, -0.228], [-0.042, 0.296, -0.070], [0.114, 0.013, 0.151], [2.170, 1.702, 0.717], [0.114, -0.108, -0.668], [-0.098, 0.107, -0.022], [-0.450, -0.056, -0.099], [-0.227, -0.244, -0.095], [0.091, -0.484, -0.070], [0.094, 0.198, 0.184], [0.046, 0.361, 0.098], [-0.268, -0.007, -0.135], [-0.218, -0.373, -0.212], [0.170, -0.290, -0.058], [0.315, 0.061, 0.244]]
}

***

{
  "formula": "C29H41N2O7P",
  "method": "wB97M-V/def2-TZVPD",
  "charge": 0,
  "spin_multiplicity": 1,
  "total_energy_ev": -57337.80090,
  "gap_ev": 7.445,
  "e_lumo_ev": 0.0434,
  "species": ["C", "C", "O", "P", "C", "C", "O", "O", "C", "C", "O", "O", "C", "C", "H", "H", "H", "H", "H", "H", "H", "H", "H", "H", "H", "H", "H", "H", "H", "H", "C", "C", "N", "C", "C", "C", "C", "C", "C", "C", "C", "C", "N", "C", "C", "O", "C", "C", "C", "C", "C", "C", "C", "C", "O", "H", "H", "H", "H", "H", "H", "H", "H", "H", "H", "H", "H", "H", "H", "H", "H", "H", "H", "H", "H", "H", "H", "H", "H", "H"],
  "xyz": [[3.9672, 4.7568, -2.3090], [2.5904, 4.1863, -2.5055], [2.3544, 3.0291, -1.6311], [1.7264, 1.6602, -2.2852], [0.2650, 1.3961, -1.2454], [-0.6443, 2.5683, -1.3218], [-1.6442, 2.7487, -0.6341], [-0.2951, 3.4038, -2.3742], [-1.2648, 3.5734, -3.4695], [-1.3109, 2.3893, -4.3787], [1.5725, 1.6060, -3.7690], [2.7006, 0.5187, -1.7136], [3.3976, -0.3059, -2.7011], [4.6357, -0.9080, -2.0795], [3.9548, 5.6998, -2.8536], [4.2211, 4.9574, -1.2657], [4.7388, 4.1269, -2.7520], [1.8215, 4.9475, -2.2918], [2.4775, 3.8299, -3.5435], [0.5966, 1.1669, -0.1995], [-2.2417, 3.7911, -3.0306], [-0.8571, 4.4646, -3.9661], [-1.7641, 2.6840, -5.3255], [-0.3100, 1.9994, -4.5826], [-1.9309, 1.5826, -3.9743], [2.6918, -1.0767, -3.0664], [3.6840, 0.3466, -3.5642], [4.9373, -1.7612, -2.7073], [5.4490, -0.1744, -2.0872], [4.4440, -1.2488, -1.0481], [2.8468, -6.8859, 0.7187], [1.7169, -5.9309, 0.3317], [2.2054, -4.6343, -0.1661], [1.2981, -3.5917, -0.3295], [1.3644, -2.7370, -1.4618], [0.5738, -1.6031, -1.5320], [-0.2599, -1.2463, -0.4556], [-0.9219, 0.0441, -0.4906], [-1.7844, 0.3915, 0.6439], [-1.2614, 0.5176, 1.9415], [-2.0825, 0.9791, 2.9835], [-3.4619, 1.2165, 2.7524], [-4.2574, 1.7942, 3.7528], [-5.5038, 1.1247, 4.1356], [-6.3375, 1.9891, 5.0878], [-5.5616, 2.6296, 6.1037], [-4.4692, 3.3888, 5.5800], [-3.5244, 2.4986, 4.7900], [-4.0156, 0.8543, 1.5024], [-3.1763, 0.5530, 0.4422], [-0.4690, -2.2008, 0.5814], [0.2694, -3.3705, 0.6251], [3.4464, -4.5677, -0.9124], [4.4855, -5.5214, -0.3362], [3.9627, -6.8434, -0.1747], [3.1625, -6.6601, 1.7589], [2.4945, -7.9201, 0.6460], [1.1089, -6.4458, -0.4449], [1.0780, -5.7593, 1.2117], [2.0374, -2.9871, -2.2948], [0.5614, -0.9956, -2.4344], [-1.2447, 0.3592, -1.4985], [-0.2240, 0.2565, 2.1685], [-1.6539, 1.1656, 3.9729], [-6.0827, 0.8973, 3.2294], [-5.2831, 0.1685, 4.6587], [-6.8965, 2.7353, 4.4814], [-7.0348, 1.3513, 5.6464], [-4.8134, 4.2125, 4.9131], [-3.9577, 3.7895, 6.4629], [-3.0312, 1.7894, 5.4837], [-2.7603, 3.1330, 4.3164], [-5.0920, 0.9206, 1.3329], [-3.5495, 0.3797, -0.5723], [-1.2600, -2.0018, 1.3218], [0.0841, -4.0691, 1.4362], [3.2891, -4.8219, -1.9752], [3.8473, -3.5464, -0.8465], [5.3154, -5.6520, -1.0390], [4.8597, -5.1058, 0.6273]],
  "forces_ev_per_angstrom": [[0.111, 0.045, -0.063], [-0.512, -0.620, -0.089], [-0.232, -0.677, -1.184], [-0.149, -0.056, 0.214], [0.510, 1.190, 2.984], [-1.141, 0.185, 0.294], [1.506, 0.130, -1.354], [-0.587, -0.605, 0.154], [0.576, 0.774, 0.941], [-0.010, -0.580, -0.413], [0.512, 0.185, 1.276], [0.301, -0.077, -0.649], [-0.167, 0.650, -0.560], [-0.017, -0.140, 0.013], [0.257, 0.174, 0.016], [-0.164, -0.052, -0.073], [-0.006, -0.065, 0.100], [0.186, -0.496, 0.018], [-0.101, 0.332, 0.354], [0.473, 1.243, -0.696], [0.112, 0.150, -0.023], [-0.366, -0.264, 0.005], [-0.084, 0.044, -0.044], [-0.225, 0.149, 0.055], [0.087, 0.035, 0.084], [0.418, 0.469, 0.188], [-0.344, -0.657, 0.623], [0.040, 0.189, 0.301], [-0.108, -0.192, 0.215], [0.088, 0.099, -0.435], [0.445, 0.269, 0.116], [-0.048, -0.032, -0.703], [0.089, -0.124, 0.636], [-0.605, 0.124, 0.053], [0.074, -0.408, 0.211], [-0.223, -0.493, 0.663], [0.685, -1.312, -0.102], [-0.674, 0.275, -3.149], [-0.046, 0.709, 0.643], [-0.727, 0.289, 0.148], [-0.168, -0.042, -0.581], [0.347, -0.542, -0.049], [-0.019, 0.310, -0.394], [0.478, -0.264, 0.511], [0.052, 0.380, -0.170], [0.062, -0.003, -0.602], [-0.249, -0.184, -0.110], [-0.226, -0.207, 0.415], [0.201, 0.334, -0.071], [0.721, -0.439, 0.230], [-0.093, 0.832, -0.623], [0.423, 0.201, -0.442], [-0.026, -0.510, -0.284], [-0.147, -0.272, 0.261], [-0.342, 0.597, 0.289], [0.123, -0.160, -0.431], [-0.040, 0.252, 0.289], [0.098, 0.401, 0.226], [0.269, -0.196, -0.376], [-0.383, 0.109, 0.521], [0.226, 0.053, 0.220], [-1.584, -1.600, 0.921], [-0.234, 0.271, -0.249], [-0.160, -0.169, -0.499], [0.114, 0.060, 0.374], [0.023, 0.235, -0.280], [0.228, -0.155, 0.450], [0.027, 0.221, -0.355], [-0.038, -0.371, 0.465], [-0.107, 0.088, -0.310], [-0.054, 0.235, -0.062], [-0.163, -0.273, 0.125], [0.354, 0.114, 0.058], [-0.059, 0.171, 0.458], [0.621, -0.179, -0.336], [0.127, 0.136, -0.180], [0.089, 0.066, 0.073], [-0.186, -0.216, -0.113], [-0.079, 0.267, 0.221], [-0.158, -0.407, -0.358]]
}

***

{
  "formula": "C4H6N2",
  "method": "wB97M-V/def2-TZVPD",
  "charge": 0,
  "relative_energy_kcal_mol": 137.5,
  "smiles": "N1[C@H]2[C@@H]1[C@H]1N[C@@H]21",
  "spin_multiplicity": 1,
  "total_energy_ev": -7219.63036,
  "gap_ev": 9.984,
  "e_lumo_ev": 1.1774,
  "species": ["N", "C", "C", "C", "N", "C", "H", "H", "H", "H", "H", "H"],
  "xyz": [[-1.0513, -1.3058, -0.4411], [-0.0024, -0.4737, -0.9956], [-1.0968, 0.0998, -0.1631], [-0.0109, 0.8233, 0.7124], [1.0772, 0.1386, 1.3306], [1.0677, 0.2024, -0.1100], [-0.9197, -2.0193, 0.2842], [0.4148, -0.0151, -1.9605], [-1.9633, 0.6519, -0.5114], [-0.1158, 1.8855, 0.8985], [0.9932, -0.6975, 1.9143], [1.6071, 0.7098, -0.9583]],
  "forces_ev_per_angstrom": [[0.403, -0.027, -0.376], [0.128, 0.553, -0.353], [-0.263, 0.223, -0.154], [-0.019, 0.435, 0.137], [0.285, -0.089, -0.297], [-0.014, 0.512, -0.400], [0.616, 0.568, -0.294], [-2.221, -2.195, -0.026], [0.086, -0.054, 0.069], [-0.052, -0.071, 0.101], [-0.183, -0.018, -0.856], [1.232, 0.165, 2.448]]
}